Molecular formula: C7H11NO
Method: DFT, ωB97M-V with the def2-TZVPD basis set

ORCA input file:
```
! wB97M-V def2-TZVPD RIJCOSX def2/J DEFGRID3
* xyz 0 1
C -0.705 2.006 -0.719
C -0.921 0.772 -0.300
O -2.064 0.058 -0.601
C -1.902 -1.143 0.002
N -0.848 -1.346 0.654
C -0.049 -0.131 0.564
C 0.144 0.452 1.967
C 1.313 -0.432 -0.081
C 1.188 -1.030 -1.476
H -1.423 2.525 -1.326
H 0.201 2.520 -0.461
H -2.702 -1.851 -0.121
H 0.657 -0.272 2.592
H -0.820 0.678 2.417
H 0.730 1.365 1.914
H 1.880 0.499 -0.127
H 1.843 -1.130 0.569
H 0.650 -1.974 -1.434
H 2.175 -1.214 -1.893
H 0.654 -0.353 -2.140
*
```

The relative energy (zero: lowest compared OMol25 entry of this formula, charge and spin) comes out at 82.1 kJ/mol. Its structure (SMILES) is C=C1OC=N[C@@]1(C)CC. The calculation puts the LUMO energy at 1.07 eV.

Molecular formula: C2H5IN
Method: DFT, ωB97M-V with the def2-TZVPD basis set

ORCA input file:
```
! wB97M-V def2-TZVPD RIJCOSX def2/J DEFGRID3
* xyz 1 1
I 1.857 -1.879 0.246
C 0.196 -0.381 0.678
C -0.834 -0.129 -0.389
N 0.244 0.829 -0.128
H -0.026 -0.334 1.719
H -0.718 -0.623 -1.295
H -1.773 0.109 -0.124
H 0.889 0.569 -0.904
H 0.166 1.838 0.196
*
```

The relative energy (zero: lowest compared OMol25 entry of this formula, charge and spin) comes out at 95.4 kJ/mol. Its structure (SMILES) is I[C@@H]1C[NH2+]1. The calculation puts the LUMO energy at -4.93 eV.

Molecular formula: C3H6O2
Method: DFT, ωB97M-V with the def2-TZVPD basis set

ORCA input file:
```
! wB97M-V def2-TZVPD RIJCOSX def2/J DEFGRID3
* xyz 0 1
O 1.466 -0.806 0.711
C 0.192 -0.265 0.585
C -0.092 1.132 0.067
O -1.324 0.667 -0.517
C -0.740 -0.643 -0.570
H 1.918 -0.679 -0.131
H -0.312 -0.454 1.543
H -0.226 1.964 0.752
H 0.647 1.346 -0.722
H -1.276 -1.479 -0.167
H -0.254 -0.782 -1.552
*
```

The relative energy (zero: lowest compared OMol25 entry of this formula, charge and spin) comes out at 225.9 kJ/mol. The calculation puts the LUMO energy at 0.89 eV.

Molecular formula: C2H4N2O2S2
Method: DFT, ωB97M-V with the def2-TZVPD basis set

ORCA input file:
```
! wB97M-V def2-TZVPD RIJCOSX def2/J DEFGRID3
* xyz 0 1
O 1.883 0.252 1.310
C 2.185 -0.419 0.356
O 1.306 -0.810 -0.578
C -0.002 -0.386 -0.381
N -0.796 -1.250 -0.038
S -2.410 -0.843 0.436
N -0.132 0.924 -0.698
S -0.935 1.994 0.270
H 3.188 -0.812 0.146
H -2.707 -2.094 0.713
H 0.583 1.307 -1.259
H -2.162 2.136 -0.278
*
```

The relative energy (zero: lowest compared OMol25 entry of this formula, charge and spin) comes out at 74.1 kJ/mol. Its structure (SMILES) is O=CO/C(=N/S)NS. The calculation puts the LUMO energy at 0.60 eV.

Molecular formula: C4H6N2O
Method: DFT, ωB97M-V with the def2-TZVPD basis set

ORCA input file:
```
! wB97M-V def2-TZVPD RIJCOSX def2/J DEFGRID3
* xyz 0 1
C 2.034 0.489 0.028
C 0.627 0.010 -0.107
C 0.090 -1.239 -0.005
N -1.295 -1.052 -0.023
C -1.484 0.284 -0.113
O -2.716 0.814 -0.065
N -0.378 0.960 -0.199
H 2.015 1.329 0.727
H 2.455 0.864 -0.908
H 2.696 -0.278 0.433
H 0.527 -2.224 0.074
H -2.006 -1.729 0.201
H -2.563 1.772 -0.042
*
```

The relative energy (zero: lowest compared OMol25 entry of this formula, charge and spin) comes out at 29.7 kJ/mol. Its structure (SMILES) is Cc1c[nH]c(O)n1. The calculation puts the LUMO energy at 0.82 eV.

Molecular formula: C28H50P2PdSi
Method: DFT, ωB97M-V with the def2-TZVPD basis set

ORCA input file:
```
! wB97M-V def2-TZVPD RIJCOSX def2/J DEFGRID3
* xyz 2 5
Pd -1.951 -0.884 -2.036
C -1.867 2.055 2.091
C -2.471 0.814 2.410
C -0.328 0.818 3.270
C -0.556 2.074 2.641
C -1.503 0.019 3.085
C -2.513 3.171 1.362
H -3.345 2.822 0.724
H -1.813 3.739 0.732
H -2.949 3.882 2.085
C 0.344 3.234 2.681
H -0.202 4.133 2.392
H 1.203 3.091 2.003
H 0.692 3.376 3.712
C 0.833 0.489 4.117
H 1.065 1.354 4.768
H 1.719 0.251 3.500
H 0.607 -0.379 4.749
C -1.735 -1.330 3.671
H -2.130 -1.227 4.702
H -0.813 -1.934 3.723
H -2.471 -1.919 3.092
C -3.928 0.509 2.258
H -4.466 0.825 3.160
H -4.068 -0.562 2.098
H -4.336 1.042 1.397
C -0.835 -0.538 -4.150
C -2.154 -0.165 -3.778
C -3.323 -0.968 -4.272
C -3.163 -2.458 -3.865
C -2.375 -2.772 -2.632
C -0.981 -2.967 -2.651
C -0.193 -2.987 -3.901
C -0.433 -1.764 -4.855
H -3.440 -0.832 -5.356
H -2.704 -3.030 -4.675
H -4.196 -0.499 -3.787
H -1.141 -2.062 -5.648
H -0.118 0.279 -4.175
H -2.273 0.909 -3.676
H 0.542 -1.590 -5.353
H 0.887 -3.049 -3.658
H -0.501 -3.521 -1.851
H -0.409 -3.928 -4.440
H -4.176 -2.811 -3.619
H -2.965 -3.070 -1.760
P 0.749 0.972 -1.331
C 1.437 1.837 -2.705
C -0.912 1.597 -1.092
P -0.293 -1.586 0.083
C 0.718 -0.796 -1.545
C -1.066 -3.280 0.461
C 1.279 -2.070 0.830
H 2.421 2.153 -2.336
H 0.869 2.744 -2.944
H 1.534 1.276 -3.638
H -1.670 1.151 -1.777
H -0.898 2.656 -1.325
H -1.242 1.464 -0.067
H 1.876 -2.622 0.081
H 0.993 -2.683 1.698
H 1.751 -1.128 1.136
H 1.716 -1.215 -1.482
H 0.202 -1.097 -2.447
H -0.697 -3.524 1.475
H -0.768 -4.110 -0.209
H -2.177 -3.195 0.479
C 5.290 1.707 0.215
Si 4.309 1.290 1.762
C 4.609 -0.353 2.621
C 4.111 2.697 2.982
C 2.657 1.107 0.918
C 1.667 1.088 0.173
H 6.353 1.876 0.394
H 4.821 2.609 -0.194
H 5.138 0.899 -0.509
H 5.613 -0.364 3.058
H 3.870 -0.514 3.410
H 4.518 -1.176 1.908
H 3.617 3.513 2.452
H 3.465 2.397 3.810
H 5.074 3.040 3.372
*
```

The relative energy (zero: lowest compared OMol25 entry of this formula, charge and spin) comes out at 214.5 kJ/mol. As for the expectation value of S²: 6.03. The calculation puts the LUMO energy (alpha / beta) at -5.46 / -7.96 eV.

Molecular formula: C20H22N2O6S
Method: DFT, ωB97M-V with the def2-TZVPD basis set

ORCA input file:
```
! wB97M-V def2-TZVPD RIJCOSX def2/J DEFGRID3
* xyz 0 1
C -2.765 4.023 -4.314
O -2.833 2.934 -3.427
C -1.665 2.428 -2.934
C -0.399 2.916 -3.219
C 0.710 2.321 -2.637
C 0.576 1.244 -1.785
N 1.684 0.626 -1.172
C 2.789 0.236 -1.823
O 3.043 0.458 -2.987
C 3.784 -0.588 -0.982
O 3.439 -0.751 0.385
C 2.576 -1.713 0.699
O 2.100 -2.498 -0.077
C 2.277 -1.695 2.203
C 2.530 -3.058 2.847
C 1.202 -3.777 2.629
C 0.171 -2.670 2.847
N 0.853 -1.470 2.411
C 0.351 -0.263 2.083
O 1.087 0.592 1.593
C -1.054 0.066 2.333
C -1.613 1.246 1.912
C -2.967 1.380 2.264
C -3.430 0.308 2.961
S -2.223 -0.888 3.191
C -0.704 0.722 -1.521
O -0.750 -0.382 -0.719
C -1.961 -1.092 -0.644
C -1.810 1.328 -2.085
H -2.317 4.902 -3.839
H -2.200 3.771 -5.217
H -3.796 4.247 -4.585
H -0.255 3.752 -3.884
H 1.698 2.689 -2.859
H 1.565 0.431 -0.180
H 4.754 -0.089 -0.998
H 3.869 -1.567 -1.468
H 2.852 -0.876 2.647
H 3.368 -3.577 2.386
H 2.733 -2.931 3.911
H 1.057 -4.615 3.307
H 1.149 -4.132 1.600
H -0.737 -2.841 2.265
H -0.101 -2.585 3.906
H -1.049 1.976 1.359
H -3.569 2.234 2.012
H -4.413 0.141 3.356
H -2.733 -0.525 -0.113
H -1.735 -2.003 -0.091
H -2.327 -1.356 -1.640
H -2.811 0.970 -1.905
*
```

The relative energy (zero: lowest compared OMol25 entry of this formula, charge and spin) comes out at 50.6 kJ/mol. Its structure (SMILES) is COc1ccc(NC(=O)COC(=O)[C@@H]2CCCN2C(=O)c2cccs2)c(OC)c1. The calculation puts the LUMO energy at 0.29 eV.

Molecular formula: C4H5NO3
Method: DFT, ωB97M-V with the def2-TZVPD basis set

ORCA input file:
```
! wB97M-V def2-TZVPD RIJCOSX def2/J DEFGRID3
* xyz 0 1
O -0.592 -2.118 0.671
C 0.438 -1.579 0.670
C 0.298 -0.158 0.580
C -1.260 0.243 0.407
O -1.219 0.802 -1.043
N 0.012 1.623 -0.932
C 1.026 0.498 -0.537
O 2.136 0.288 -0.988
H 1.489 -2.076 0.210
H 0.783 0.291 1.423
H -1.419 1.071 1.342
H -1.948 -0.672 0.236
H 0.256 1.787 -2.039
*
```

The relative energy (zero: lowest compared OMol25 entry of this formula, charge and spin) comes out at 516.0 kJ/mol. Its structure (SMILES) is O=C[C@@H]1CONC1=O. The calculation puts the LUMO energy at 0.58 eV.